{"formula": "C8H16AlFO10P", "method": "wB97M-V/def2-TZVPD", "symbols": ["Al", "P", "O", "O", "O", "O", "F", "C", "C", "O", "C", "O", "O", "C", "H", "H", "H", "H", "H", "H", "H", "H", "C", "C", "O", "C", "O", "O", "C", "H", "H", "H", "H", "H", "H", "H", "H"], "xyz": [[-0.48881, 18.61243, 25.21324], [-3.35355, 21.86521, 25.46675], [-1.92949, 21.89897, 26.17196], [-3.01055, 21.33573, 24.02885], [-4.22672, 23.19705, 25.36560], [-4.19771, 20.62899, 25.89716], [-2.95778, 16.15483, 23.73532], [2.82172, 13.52760, 29.65073], [2.11391, 14.13304, 28.48838], [1.65481, 13.18084, 27.54414], [0.63529, 13.55974, 26.65986], [0.07748, 14.66805, 26.70331], [0.48330, 12.61660, 25.65249], [-0.12197, 12.83869, 24.41893], [3.28172, 14.12607, 30.43707], [3.68871, 12.97714, 29.28545], [2.10677, 12.82798, 30.08373], [2.70277, 14.87434, 27.94817], [1.22422, 14.63008, 28.87506], [-0.07911, 11.99051, 23.73566], [0.18532, 13.76302, 23.92977], [-1.14454, 13.09382, 24.69706], [0.65394, 20.34547, 16.93226], [1.54316, 19.97647, 18.06131], [0.73962, 19.76865, 19.29245], [0.20091, 18.55859, 19.60499], [-0.40263, 18.44283, 20.65779], [0.55829, 17.54978, 18.79520], [0.16128, 16.16907, 19.13781], [0.05595, 21.25228, 17.02277], [-0.02907, 19.54042, 16.66120], [1.31740, 20.52247, 16.08574], [2.36551, 20.69190, 18.06213], [2.12667, 19.07434, 17.87748], [0.65529, 15.90303, 20.07230], [0.54444, 15.47101, 18.39350], [-0.91898, 16.04451, 19.21288]], "energy_ev": -47628.9871, "e_lumo_ev": -0.5567, "e_homo_ev": -4.60, "charge": -1, "max_force_ev_per_a": 4.531, "homo_lumo_gap_ev": 4.05}

***

{"formula": "C8H16BN4O6SeTl", "method": "wB97M-V/def2-TZVPD", "symbols": ["Tl", "N", "C", "N", "N", "C", "N", "H", "H", "H", "H", "C", "C", "C", "O", "B", "O", "C", "C", "C", "H", "H", "H", "H", "H", "H", "H", "H", "H", "H", "H", "H", "O", "Se", "O", "O", "O"], "xyz": [[2.00080, 1.47848, 1.38002], [-0.77370, -4.12299, 4.81435], [-0.37016, -3.15960, 3.91446], [-0.10922, -3.62943, 2.64351], [-0.27708, -1.94108, 4.28767], [0.25188, -1.06381, 3.42933], [0.70629, -0.30898, 2.69111], [-1.41423, -4.79587, 4.42077], [-1.11924, -3.70171, 5.66455], [0.44822, -4.47035, 2.62277], [0.26756, -2.90734, 2.03808], [-2.22135, -0.06882, -2.53524], [-1.06484, 0.92899, -2.54632], [-1.28553, 1.94049, -3.66394], [-1.07363, 1.60945, -1.29020], [-0.05039, 1.15114, -0.42172], [0.68820, 0.19574, -1.19033], [0.32982, 0.24306, -2.57372], [0.34923, -1.16853, -3.14078], [1.40070, 1.07724, -3.27875], [-3.14955, 0.47639, -2.35613], [-2.09322, -0.78570, -1.72338], [-2.30444, -0.60666, -3.48551], [-2.33271, 2.24947, -3.68057], [-1.03381, 1.51349, -4.64005], [-0.67616, 2.82678, -3.49502], [-0.31370, -1.82865, -2.58349], [1.36531, -1.55965, -3.05442], [0.05995, -1.17656, -4.19735], [1.37210, 2.10913, -2.92710], [1.29648, 1.05921, -4.36832], [2.37498, 0.66729, -3.00674], [1.56214, 2.37691, 5.59494], [1.76284, 3.56987, 4.48638], [3.33659, 4.01887, 4.37254], [1.29427, 2.95122, 2.99526], [0.79558, 4.85252, 4.80335]], "energy_ev": -97515.6583, "e_lumo_ev": 3.9745, "e_homo_ev": -0.05, "charge": -2, "max_force_ev_per_a": 0.614, "homo_lumo_gap_ev": 4.03}

***

{"formula": "C8H16BO4P", "method": "wB97M-V/def2-TZVPD", "symbols": ["C", "C", "P", "C", "C", "C", "C", "O", "C", "O", "C", "B", "O", "O", "H", "H", "H", "H", "H", "H", "H", "H", "H", "H", "H", "H", "H", "H", "H", "H"], "xyz": [[-1.90688, -1.19987, -2.63123], [-0.38884, -1.29266, -2.42969], [0.22926, -1.16273, -0.69697], [-1.17808, -1.71043, 0.34136], [-1.07031, -1.22351, 1.78027], [0.55432, 0.62187, -0.34820], [1.58546, 1.08315, -1.39655], [1.99662, 2.36341, -0.94171], [1.87380, 2.37020, 0.41107], [2.10335, 3.35461, 1.10753], [1.36449, 0.97678, 0.88754], [0.63383, 1.30130, 2.25415], [1.09283, 0.76035, 3.43114], [-0.45479, 2.10863, 2.31094], [-2.14624, -0.92426, -3.64975], [-2.37427, -0.48376, -1.97056], [-2.37948, -2.15867, -2.46650], [0.08289, -0.57762, -3.09046], [-0.06595, -2.26631, -2.77086], [-1.13548, -2.79234, 0.35011], [-2.15957, -1.45260, -0.04412], [-1.70950, -1.82864, 2.41147], [-0.05999, -1.32811, 2.15195], [-1.39403, -0.19925, 1.89355], [-0.27940, 1.29851, -0.51578], [2.43267, 0.39646, -1.33254], [1.29015, 1.06896, -2.43262], [2.28117, 0.39626, 0.92493], [1.71427, 0.05979, 3.25551], [-0.53229, 2.44048, 3.20603]], "smiles": "CCP(CC)[C@@H]1COC(=O)[C@H]1B(O)O", "energy_ev": -26713.2625, "e_lumo_ev": 0.5933, "e_homo_ev": -8.45, "max_force_ev_per_a": 2.697, "homo_lumo_gap_ev": 9.04}

***

{"formula": "C8H16Br2NO", "method": "wB97M-V/def2-TZVPD", "symbols": ["C", "C", "C", "C", "C", "C", "C", "C", "N", "O", "Br", "Br", "H", "H", "H", "H", "H", "H", "H", "H", "H", "H", "H", "H", "H", "H", "H", "H"], "xyz": [[2.18295, -0.26610, -2.17679], [1.67582, -1.44561, -1.40175], [1.81479, 1.03086, -1.48619], [0.12170, -1.37979, -1.08127], [0.31766, 1.04575, -1.12196], [-2.20730, 0.41046, 3.16685], [-1.45229, -0.05611, 0.30175], [-1.21088, 1.11100, 2.37779], [-0.05613, -0.15986, -0.19850], [-2.10713, -1.11669, 0.54981], [0.66573, 0.71818, 2.77904], [-1.54389, 2.85952, 1.59032], [3.22992, -0.29757, -2.09942], [1.88107, -0.35638, -3.26120], [1.80556, -2.48925, -1.78682], [2.04651, -1.41994, -0.31043], [2.44541, 1.30751, -0.64883], [1.92794, 1.86118, -2.10627], [-0.56130, -1.28513, -1.87504], [-0.21216, -2.30085, -0.45219], [0.00984, 2.03170, -0.77369], [-0.20632, 0.86012, -2.07880], [-2.92476, 1.07370, 3.57462], [-1.81024, -0.17501, 4.05183], [-2.69472, -0.28399, 2.59477], [-2.09240, 0.78162, 0.23327], [0.62287, -0.39086, 0.48644], [-1.66824, -1.66847, 1.15266]], "energy_ev": -152167.5439, "e_lumo_ev": [-3.4196, -3.4992], "e_homo_ev": [-11.71, -11.77], "charge": 1, "max_force_ev_per_a": 5.208, "homo_lumo_gap_ev": [8.29, 8.27]}

***

{"formula": "C8H16Br4O3", "method": "wB97M-V/def2-TZVPD", "symbols": ["C", "C", "O", "C", "O", "O", "C", "H", "H", "H", "H", "H", "H", "H", "H", "Br", "C", "C", "Br", "H", "H", "H", "H", "Br", "C", "C", "Br", "H", "H", "H", "H"], "xyz": [[7.92640, 5.26392, 14.41503], [8.55876, 6.41208, 15.21033], [9.50343, 6.96129, 14.21785], [10.11636, 8.09823, 14.55722], [9.94024, 8.68359, 15.62622], [10.94469, 8.46346, 13.55167], [11.59929, 9.73095, 13.61402], [7.14889, 5.63431, 13.65436], [7.42306, 4.70134, 15.21141], [8.76469, 4.76591, 14.04086], [9.15042, 6.09610, 16.11941], [7.86417, 7.20457, 15.51330], [11.38443, 10.17454, 14.59496], [11.13082, 10.42496, 12.86838], [12.63195, 9.60172, 13.40772], [10.06471, 9.49795, 7.22478], [9.41363, 10.92622, 6.17223], [10.29006, 12.17010, 6.43006], [9.88283, 13.62716, 5.28733], [8.33343, 11.07534, 6.38615], [9.50952, 10.40063, 5.17242], [11.27798, 11.90811, 6.20732], [10.12607, 12.52100, 7.41873], [5.14618, 7.90397, 7.11880], [6.04547, 7.75874, 8.89814], [5.06598, 8.12980, 10.00050], [5.82750, 7.70786, 11.69636], [6.88145, 8.36824, 8.78372], [6.29934, 6.71411, 8.88201], [4.13434, 7.55388, 9.76567], [4.82422, 9.20338, 9.93275]], "smiles": "CCOC(=O)OC.BrCCBr.BrCCBr", "energy_ev": -294867.4560, "e_lumo_ev": 0.4872, "e_homo_ev": -10.44, "max_force_ev_per_a": 3.284, "homo_lumo_gap_ev": 10.92}

***

{"formula": "C8H16Br8", "method": "wB97M-V/def2-TZVPD", "symbols": ["Br", "C", "C", "Br", "H", "H", "H", "H", "Br", "C", "C", "Br", "H", "H", "H", "H", "Br", "C", "C", "Br", "H", "H", "H", "H", "Br", "C", "C", "Br", "H", "H", "H", "H"], "xyz": [[-3.48538, 0.90907, -0.57443], [-4.58166, 1.00284, 1.02058], [-5.40887, -0.27300, 1.06095], [-4.31004, -1.86612, 1.47088], [-5.20369, 1.89321, 0.92890], [-3.97095, 1.23994, 1.89174], [-5.84265, -0.51401, 0.09045], [-6.17540, -0.17429, 1.82958], [0.89673, -3.17574, -4.77147], [0.10983, -3.83681, -3.11465], [0.39167, -5.36582, -3.11448], [0.21771, -5.99522, -1.25717], [-0.95137, -3.59282, -3.06548], [0.65833, -3.36014, -2.30223], [1.39172, -5.63334, -3.45572], [-0.21776, -5.97117, -3.78549], [1.68853, 7.19097, 0.79261], [0.94656, 6.15904, -0.81958], [2.22871, 5.73488, -1.43948], [3.21701, 4.15742, -0.64554], [0.44609, 6.93618, -1.39724], [0.30358, 5.35838, -0.45405], [3.05311, 6.44379, -1.51642], [2.10980, 5.50780, -2.49892], [1.67057, -2.28325, 4.90804], [2.08149, -1.48246, 3.16652], [3.50924, -1.77546, 2.70449], [4.49048, -0.56509, 4.05108], [1.70687, -0.45962, 3.20586], [1.41995, -1.97969, 2.45713], [3.72587, -1.46017, 1.68382], [3.88390, -2.76921, 2.94984]], "smiles": "BrCCBr.BrCCBr.BrCCBr.BrCCBr", "energy_ev": -568894.5382, "e_lumo_ev": 0.1329, "e_homo_ev": -9.79, "max_force_ev_per_a": 2.899, "homo_lumo_gap_ev": 9.92}

***

{"formula": "C8H16Br8", "method": "wB97M-V/def2-TZVPD", "symbols": ["Br", "C", "C", "Br", "H", "H", "H", "H", "Br", "C", "C", "Br", "H", "H", "H", "H", "Br", "C", "C", "Br", "H", "H", "H", "H", "Br", "C", "C", "Br", "H", "H", "H", "H"], "xyz": [[-7.85527, 2.14894, -1.36859], [-5.90037, 2.15384, -1.13757], [-5.26975, 1.99833, -2.54452], [-3.29099, 2.32391, -2.46849], [-5.62671, 1.30460, -0.51146], [-5.60009, 3.05419, -0.60157], [-5.74082, 2.70835, -3.22427], [-5.43278, 0.97733, -2.88960], [8.42081, -6.35716, -2.98048], [8.30412, -6.22154, -0.94923], [6.85979, -5.84360, -0.52110], [6.70356, -6.16379, 1.55323], [9.00272, -5.46342, -0.59524], [8.64559, -7.19286, -0.59139], [6.06041, -6.41611, -0.99156], [6.57145, -4.80964, -0.71057], [-1.75295, -2.37220, 2.05820], [-0.69826, -2.28100, 0.42925], [0.04121, -3.58917, 0.25377], [1.02876, -3.82408, -1.52449], [-0.03591, -1.41766, 0.36584], [-1.42872, -2.19839, -0.37556], [-0.58548, -4.47980, 0.30013], [0.81358, -3.56747, 1.02258], [-0.83035, 4.69190, 2.20467], [-1.88146, 6.31354, 1.83740], [-1.42109, 7.58796, 2.61574], [-2.42468, 9.33657, 2.17678], [-2.90074, 6.05400, 2.12344], [-1.76163, 6.50258, 0.77063], [-0.34314, 7.74793, 2.63883], [-1.67080, 7.29394, 3.63520]], "smiles": "BrCCBr.BrCCBr.BrCCBr.BrCCBr", "energy_ev": -568894.7549, "e_lumo_ev": 0.0822, "e_homo_ev": -10.48, "max_force_ev_per_a": 2.196, "homo_lumo_gap_ev": 10.56}

***

{"formula": "C8H16Br8", "method": "wB97M-V/def2-TZVPD", "symbols": ["Br", "C", "C", "Br", "H", "H", "H", "H", "Br", "C", "C", "Br", "H", "H", "H", "H", "Br", "C", "C", "Br", "H", "H", "H", "H", "Br", "C", "C", "Br", "H", "H", "H", "H"], "xyz": [[-0.77819, 1.05850, -1.55369], [-0.28771, 0.11010, 0.09698], [0.14353, 1.13292, 1.12997], [0.85810, 0.11399, 2.63748], [0.54185, -0.51689, -0.20984], [-1.12081, -0.51224, 0.40894], [-0.67377, 1.75082, 1.48023], [0.93745, 1.72912, 0.68837], [-3.31707, 2.73187, 0.57381], [-5.00769, 3.47494, -0.09271], [-5.98110, 2.33323, -0.34654], [-7.49853, 3.05922, -1.36839], [-4.78359, 4.02088, -1.00402], [-5.42235, 4.17644, 0.62421], [-6.27458, 1.92282, 0.62115], [-5.51843, 1.48042, -0.83779], [3.70356, -4.23656, 0.34512], [1.90851, -4.69167, 1.00502], [1.18980, -3.38827, 1.23225], [-0.58604, -3.82992, 1.95373], [2.01202, -5.23203, 1.94262], [1.43041, -5.37134, 0.30693], [1.09545, -2.77222, 0.34377], [1.70148, -2.79638, 1.98485], [3.20719, 2.73822, -1.28148], [4.34381, 1.15291, -1.26325], [3.56013, -0.06450, -1.71104], [4.79939, -1.55343, -1.91531], [4.71925, 1.01522, -0.25368], [5.20139, 1.28516, -1.91759], [3.05411, 0.05974, -2.66189], [2.84243, -0.38105, -0.95819]], "smiles": "BrCCBr.BrCCBr.BrCCBr.BrCCBr", "energy_ev": -568895.8744, "e_lumo_ev": 0.3920, "e_homo_ev": -10.12, "max_force_ev_per_a": 0.872, "homo_lumo_gap_ev": 10.51}